Below is a structure of composition C3H5Li2O4 in a non-equilibrium geometry, with properties calculated with ωB97M-V/def2-TZVPD.

Properties
2S+1: 2
Net charge: +2
ΔE to the lowest compared entry with this formula, charge and spin, kcal per mole: 3.77
HOMO (spin up / spin down), eV: -17.9118 / -18.7961
F_max, eV/Å: 5.1
Expectation value of S²: 0.760
Orbital gap (spin up / spin down), eV: 9.20 / 8.11
DFT total energy, eV: -11771.385
LUMO (spin up / spin down), Eh: -0.3200 / -0.3929

CARTESIAN COORDINATES (ANGSTROEM)
O -0.01799 0.58470 0.32417
C -0.77977 1.75692 0.07086
C 0.23251 -0.25327 -0.66952
O -1.75387 1.88432 0.82883
O -0.52302 2.45140 -0.90578
C 0.92069 -1.50740 -0.31884
Li -1.80705 3.89288 -0.77193
H -0.55432 -0.32433 -1.43498
H 0.19280 -2.34023 -0.22847
H 1.65619 -0.35679 -0.72949
H 1.38851 -1.97163 -1.23468
Li -2.33335 0.87557 2.25364
O 1.70726 -1.86673 1.31476
H 1.67140 -2.82542 1.50144

These are the Mulliken partial charges, in e, on atoms 1 to 5: -0.233, 0.960, 0.026, -0.780, -0.742


Below is a structure of composition C3H5LiNaO4 in a non-equilibrium geometry, with properties calculated with ωB97M-V/def2-TZVPD.

Properties
2S+1: 2
Net charge: +2
ΔE to the lowest compared entry with this formula, charge and spin, kcal per mole: 0.00
HOMO (spin up / spin down), eV: -17.3391 / -17.3067
F_max, eV/Å: 2.8
Expectation value of S²: 0.754
Orbital gap (spin up / spin down), eV: 10.61 / 4.65
DFT total energy, eV: -15986.987
LUMO (spin up / spin down), Eh: -0.2475 / -0.4653

CARTESIAN COORDINATES (ANGSTROEM)
O 0.34161 -0.37373 0.19739
C 1.61529 -0.63260 -0.19689
C -0.45799 0.38891 -0.64186
O 2.34940 -1.09558 0.72203
O 2.00226 -0.39318 -1.34164
C -1.72426 0.78577 0.04448
Na 4.53013 -1.33215 -0.94640
H 0.06990 1.28457 -1.01562
H -1.69159 1.79242 0.53299
H -0.95836 -0.23993 -1.45065
H -2.53013 1.10338 -0.70997
Li 1.78191 -1.36971 2.44733
O -2.30989 -0.15381 0.90406
H -3.01826 0.23565 1.45473

These are the Mulliken partial charges, in e, on atoms 1 to 5: -0.327, 0.918, -0.279, -0.838, -0.657


Below is a cluster of 2 separate species, C3H5N2 in total in a non-equilibrium geometry, with properties calculated with ωB97M-V/def2-TZVPD.

Properties
Net charge: +1
ΔE to the lowest compared entry with this formula, charge and spin, kcal per mole: 81.19
HOMO, eV: -17.7412
F_max, eV/Å: 4.9
Orbital gap, eV: 9.73
DFT total energy, eV: -6162.372
LUMO, Eh: -0.2943

CARTESIAN COORDINATES (ANGSTROEM)
C 1.28625 0.99960 0.12514
C 0.85369 -0.12162 -0.52101
C 0.25287 -1.12051 0.29118
N -4.14901 0.28541 -0.08834
N -3.06852 0.17760 0.15030
H 1.77718 1.71163 -0.54253
H 1.44999 1.31235 1.20851
H 1.06570 -0.30065 -1.61188
H 0.11296 -2.02201 -0.31704
H 0.41888 -0.92179 1.30568

These are the Mulliken partial charges, in e, on atoms 1 to 5: -0.394, 0.185, -0.331, -0.107, 0.118